# 1
Here is a structure of composition C32H8Cl2F15GeIrNO6S at a distorted geometry from the Open Molecules 2025 dataset. Energies are from ωB97M-V/def2-TZVPD.

The value obtained for the HOMO-LUMO gap is 6.6 eV. The value obtained for the energy above the lowest of the compared OMol25 structures with the same formula, charge and spin is 47.9 kcal/mol. Its total charge is +1.

Each line ends with the Löwdin charge.
CARTESIAN COORDINATES (ANGSTROEM)
Ir1 2.569 -0.529 0.454  1.223
Ge1 -1.192 0.385 0.301  0.791
Cl1 3.610 5.842 -3.278  0.718
Cl2 2.560 0.617 -4.157  0.783
S1 0.610 0.131 1.572  0.407
F1 -2.082 4.922 2.979  0.142
F2 -4.074 -4.802 1.692  0.155
F3 -5.038 -2.489 2.691  0.151
F4 -0.696 -2.459 -0.531  0.074
F5 -4.634 5.016 2.121  0.161
F6 -1.101 1.701 -5.594  0.162
F7 -0.464 2.935 2.190  0.067
F8 -2.389 -1.266 -2.243  0.114
F9 -3.969 1.129 -0.387  0.105
F10 -5.588 3.146 0.425  0.148
F11 0.003 3.348 -3.776  0.141
F12 -2.307 -0.590 -4.824  0.146
F13 -3.836 -0.169 2.117  0.119
F14 0.075 2.608 -1.162  0.095
F15 -1.911 -4.799 0.071  0.114
O1 1.715 -4.237 -1.766  0.211
O2 2.822 -1.756 4.705  0.177
O3 3.369 -0.725 2.792  0.020
O4 2.642 0.418 -1.290  -0.225
O5 2.079 -2.143 -1.241  0.052
O6 3.464 1.297 1.083  -0.130
N1 2.247 -2.623 1.337  0.048
C1 -2.192 1.954 0.906  -0.137
C2 -2.392 -3.644 0.551  -0.133
C3 3.325 2.678 -0.848  -0.135
C4 -2.252 -1.235 0.732  -0.133
C5 -0.518 2.192 -3.387  -0.162
C6 -1.109 1.361 -4.320  -0.140
C7 -3.498 -3.652 1.377  -0.131
C8 -1.726 2.946 1.753  -0.223
C9 1.626 -3.844 3.285  0.058
C10 -2.541 3.980 2.165  -0.138
C11 -1.789 -2.444 0.256  -0.242
C12 -3.500 2.060 0.458  -0.234
C13 2.945 1.630 -1.693  -0.341
C14 -0.500 1.804 -2.070  -0.231
C15 -3.984 -2.471 1.887  -0.135
C16 -1.726 -0.156 -2.586  -0.202
C17 -1.716 0.187 -3.923  -0.131
C18 1.118 -4.692 1.119  0.030
C19 -3.848 4.033 1.722  -0.126
C20 -4.336 3.074 0.856  -0.139
C21 3.562 2.403 0.509  -0.112
C22 1.044 -4.817 2.494  0.018
C23 -3.355 -1.283 1.567  -0.203
C24 1.737 -3.582 0.583  -0.173
C25 3.112 3.189 -3.541  -0.084
C26 1.852 -3.275 -0.883  -0.451
C27 3.522 3.988 -1.336  -0.038
C28 3.400 4.240 -2.658  -0.652
C29 2.209 -2.761 2.661  -0.176
C30 -1.100 0.631 -1.634  -0.113
C31 2.857 -1.635 3.394  -0.490
C32 2.902 1.919 -3.072  -0.568
H1 1.624 -3.906 4.364  0.138
H2 3.916 3.246 1.113  0.158
H3 3.774 4.789 -0.649  0.129
H4 3.042 3.382 -4.604  0.125
H5 3.239 -0.986 5.120  0.159
H6 0.660 -5.438 0.486  0.126
H7 0.539 -5.664 2.939  0.134
H8 1.591 -5.108 -1.376  0.129

=====

# 2
Here is a cluster of 11 separate species, C32H93N15O11 in total at a distorted geometry from the Open Molecules 2025 dataset. Energies are from ωB97M-V/def2-TZVPD.

The value obtained for the HOMO-LUMO gap is 8.7 eV. The value obtained for the energy above the lowest of the compared OMol25 structures with the same formula, charge and spin is 173.1 kcal/mol. As for the SMILES: COC[C@H](C)N.COC[C@H](C)N.COC[C@H](C)N.COC[C@H](C)N.COC[C@H](C)N.COC[C@H](C)N.COC[C@H](C)N.NC(N)=O.NC(N)=O.NC(N)=O.NC(N)=O. Its total charge is 0.

Each line ends with the Löwdin charge.
CARTESIAN COORDINATES (ANGSTROEM)
O1 -3.819 0.759 -7.546  -0.180
O2 1.180 2.401 -3.410  0.003
O3 -4.942 -0.795 0.642  -0.194
O4 2.672 -0.319 7.494  0.025
O5 1.706 4.526 5.772  -0.254
O6 3.225 -3.603 -1.798  -0.177
O7 1.431 -2.402 4.851  0.067
O8 0.713 -0.928 -5.688  -0.206
O9 4.179 -0.171 2.259  -0.166
O10 -1.751 -4.025 3.261  0.033
O11 -0.362 0.707 1.724  -0.204
N1 1.680 -3.025 6.940  0.188
N2 2.454 1.747 6.754  0.170
N3 0.665 -4.303 5.531  0.180
N4 -3.917 3.033 -5.586  0.042
N5 1.965 -4.809 0.455  0.047
N6 4.169 0.300 -6.464  0.032
N7 2.238 1.930 3.268  0.066
N8 -2.986 -4.961 1.676  0.169
N9 2.012 0.124 5.397  0.181
N10 -5.119 -3.649 -0.037  0.016
N11 -3.543 -3.004 2.554  0.176
N12 -0.825 2.537 6.209  0.048
N13 0.067 4.381 -3.730  0.184
N14 0.598 3.212 -5.388  0.167
N15 1.506 0.176 -1.400  0.061
C1 -3.075 1.422 -3.877  -0.060
C2 1.199 -3.144 5.724  -0.804
C3 0.605 0.837 -0.515  -0.411
C4 2.151 -0.785 -5.556  -0.199
C5 0.194 -1.873 -4.675  -0.050
C6 -0.541 3.353 4.983  -0.369
C7 1.291 -4.115 -0.534  -0.456
C8 0.518 0.016 0.798  -0.162
C9 -4.435 0.154 1.535  -0.095
C10 4.075 -2.676 -2.522  -0.062
C11 0.123 -3.649 0.328  -0.079
C12 -1.988 3.690 4.471  -0.070
C13 4.437 0.834 3.204  -0.180
C14 -0.689 -0.072 2.867  -0.078
C15 0.614 3.292 -4.104  -0.741
C16 2.756 0.232 -6.515  -0.445
C17 2.035 -3.034 -1.363  -0.216
C18 2.388 5.684 6.203  -0.117
C19 4.605 0.160 0.943  -0.092
C20 -3.227 1.761 -5.400  -0.423
C21 2.462 -0.233 -7.980  -0.059
C22 2.418 0.462 6.606  -0.759
C23 3.597 2.131 3.015  -0.503
C24 0.266 4.660 5.392  -0.130
C25 -0.768 0.980 -1.214  -0.049
C26 -4.041 -1.446 -0.265  -0.201
C27 -4.548 -0.249 -8.251  -0.096
C28 -4.657 -2.627 -0.987  -0.374
C29 4.124 3.146 3.834  -0.089
C30 -2.731 -4.046 2.575  -0.800
C31 -3.867 0.544 -6.144  -0.202
C32 -5.953 -2.155 -1.681  -0.063
H1 3.914 -2.591 -3.597  0.072
H2 0.006 2.929 4.141  0.100
H3 0.173 5.392 4.589  0.109
H4 2.568 -1.786 -5.667  0.120
H5 0.689 4.067 -5.917  0.119
H6 2.083 0.967 3.003  0.059
H7 0.379 -1.030 0.527  0.096
H8 -3.876 -0.998 -8.671  0.083
H9 -4.084 1.221 -3.517  0.073
H10 -2.031 4.467 3.708  0.066
H11 0.642 -1.501 -3.754  0.047
H12 2.764 2.051 7.666  0.124
H13 2.867 0.590 -8.569  0.072
H14 -5.361 -0.714 -7.693  0.083
H15 0.400 -3.149 1.256  0.078
H16 -2.675 4.040 5.242  0.071
H17 -3.496 3.375 -6.437  0.065
H18 0.065 2.237 6.581  0.038
H19 4.525 0.522 -7.383  0.066
H20 2.062 -2.118 7.167  0.068
H21 1.567 2.513 2.789  0.100
H22 1.926 0.789 4.642  0.036
H23 -3.570 -0.309 2.010  0.060
H24 1.499 -2.619 -2.216  0.096
H25 4.520 -0.816 0.466  0.079
H26 5.147 3.417 3.571  0.098
H27 3.675 2.463 1.980  0.137
H28 4.114 0.505 4.192  0.114
H29 -2.497 0.524 -3.659  0.052
H30 3.451 5.463 6.306  0.082
H31 -1.158 3.295 6.787  0.055
H32 4.559 -0.604 -6.239  0.075
H33 -5.118 0.454 2.330  0.094
H34 -3.978 -3.069 -1.716  0.147
H35 1.342 -0.802 -1.593  0.019
H36 5.118 -2.952 -2.367  0.085
H37 -0.219 5.120 6.253  0.111
H38 0.887 -4.846 -1.235  0.139
H39 0.536 -2.878 -4.924  0.089
H40 0.315 -4.540 4.614  0.103
H41 -3.450 3.605 -4.897  0.051
H42 1.384 -0.375 -8.060  0.070
H43 0.800 2.388 -5.936  0.099
H44 -6.288 -3.046 -2.212  0.074
H45 -3.787 -0.697 -1.015  0.117
H46 -3.543 -4.612 0.909  0.057
H47 -4.144 -2.945 1.744  0.055
H48 -5.763 -1.267 -2.284  0.076
H49 2.313 1.223 -6.418  0.111
H50 2.300 -4.066 1.051  0.090
H51 -2.205 1.934 -5.737  0.115
H52 -0.892 -1.841 -4.589  0.079
H53 -4.130 1.038 0.976  0.089
H54 -3.193 -2.414 3.295  0.117
H55 2.213 6.513 5.517  0.088
H56 -3.181 -0.211 -5.759  0.112
H57 4.028 -1.719 -2.003  0.077
H58 4.172 2.760 4.852  0.081
H59 0.212 4.866 -2.856  0.132
H60 2.991 -1.159 -8.206  0.081
H61 -1.335 0.545 3.492  0.085
H62 -0.504 -4.501 0.591  0.065
H63 0.249 -0.369 3.336  0.069
H64 -2.652 2.153 -3.187  0.063
H65 2.403 -0.377 -4.577  0.118
H66 1.494 -3.806 7.553  0.108
H67 -2.470 2.825 4.017  0.061
H68 5.581 0.595 0.725  0.097
H69 -0.476 4.881 -4.419  0.117
H70 -1.536 1.020 -0.442  0.063
H71 -2.367 -5.750 1.560  0.115
H72 3.517 4.050 3.878  0.087
H73 -6.833 -1.985 -1.060  0.080
H74 0.315 -4.715 6.385  0.109
H75 1.517 0.096 1.227  0.098
H76 0.989 1.803 -0.190  0.137
H77 2.670 2.273 5.919  0.064
H78 -1.235 -0.978 2.604  0.069
H79 -0.726 1.932 -1.744  0.052
H80 2.108 5.803 7.250  0.085
H81 -0.528 -2.917 -0.152  0.063
H82 -3.152 -1.794 0.260  0.108
H83 1.697 -0.813 5.185  0.038
H84 3.766 0.699 0.503  0.067
H85 5.487 1.002 3.441  0.131
H86 -5.370 -4.505 -0.510  0.088
H87 1.247 0.655 -2.251  0.026
H88 2.227 -2.233 -0.648  0.104
H89 -6.059 -3.512 0.305  0.090
H90 2.782 -5.205 0.012  0.082
H91 -1.071 0.194 -1.906  0.064
H92 -4.951 0.378 -9.047  0.087
H93 -4.885 0.412 -5.777  0.126

=====

We obtain HOMO energy values of -11.2; -8.5 eV for the records listed above, in that order.